Entry one
Density functional theory data (ωB97M-V/def2-TZVPD) for a cluster of 2 separate species, C11H15N in total.

Each line ends with the natural charge from an NBO analysis.
CARTESIAN COORDINATES (ANGSTROEM)
C -3.515 0.071 1.481  0.401
C 1.034 -1.540 -1.600  -0.379
C -2.281 -0.104 1.792  -0.391
C -0.492 1.522 -1.378  0.026
C 0.325 0.560 -1.317  -0.084
C 1.427 -0.187 -2.020  0.005
C 1.122 -0.511 -0.527  0.015
C -2.030 -0.902 3.023  -0.598
C -1.484 2.412 -1.371  -0.480
C 2.520 0.329 -3.008  -0.602
C 1.829 -0.291 0.765  -0.622
N -4.491 -0.054 0.732  -0.635
H 0.170 -1.923 -1.896  0.188
H 1.678 -2.344 -1.605  0.202
H -2.757 -1.587 3.271  0.211
H -1.841 -0.286 3.969  0.200
H -1.193 -1.446 2.994  0.203
H -2.498 2.220 -1.290  0.204
H -1.345 3.515 -1.536  0.200
H -1.530 0.692 1.642  0.244
H 3.010 -0.531 -3.402  0.215
H 3.203 0.831 -2.461  0.214
H 1.932 0.824 -3.700  0.230
H 1.153 -0.764 1.523  0.226
H 2.049 0.704 0.923  0.224
H 2.799 -0.745 0.557  0.217
H -5.388 0.323 1.047  0.365

net charge	0
SMILES string	C=C=C1[C@]2(C)C[C@]12C.CC=C=N
orbital gap	0.3161	Ha
HOMO	-0.28841	hartree

Entry two
Density functional theory data (ωB97M-V/def2-TZVPD) for a cluster of 2 separate species, C11H15N in total.

Each line ends with the natural charge from an NBO analysis.
CARTESIAN COORDINATES (ANGSTROEM)
C 2.344 3.183 -0.029  -0.612
C 2.219 4.555 -0.789  -0.615
H 2.106 2.348 -0.665  0.204
H 3.317 3.005 0.451  0.205
H 1.743 3.254 0.874  0.199
H 3.135 5.129 -0.644  0.206
H 1.356 5.027 -0.334  0.208
H 2.150 4.345 -1.849  0.207
C -0.779 -4.230 -0.679  -0.637
C -0.824 -1.700 -0.001  -0.090
C -1.398 -3.017 -0.091  -0.083
C -1.738 -0.834 0.691  0.145
C -2.592 -2.914 0.547  -0.027
C 0.629 0.185 -0.197  -0.233
C -0.177 0.928 0.658  -0.225
C 0.333 -1.134 -0.549  -0.188
C -1.346 0.405 1.181  -0.237
N -2.787 -1.659 1.094  -0.545
H 1.587 0.548 -0.531  0.204
H 0.144 1.955 0.753  0.218
H 1.071 -1.691 -1.112  0.210
H -2.038 1.026 1.737  0.215
H 0.306 -4.188 -0.455  0.215
H -0.695 -4.102 -1.766  0.219
H -3.191 -3.764 0.833  0.205
H -3.764 -1.449 1.244  0.407
H -1.109 -5.212 -0.371  0.227

net charge	0
SMILES string	Cc1c[nH]c2ccccc12.CC
orbital gap	0.3220	Ha
HOMO	-0.28694	hartree

Entry three
Density functional theory data (ωB97M-V/def2-TZVPD) for a cluster of 2 separate species, C11H15N in total.

Each line ends with the natural charge from an NBO analysis.
CARTESIAN COORDINATES (ANGSTROEM)
C -0.335 4.387 0.703  -0.635
C -0.433 1.859 -0.057  -0.106
C -0.942 3.048 0.651  -0.074
C -1.403 0.852 0.175  0.156
C -2.053 2.689 1.361  -0.034
C 0.581 0.241 -1.515  -0.242
C -0.434 -0.740 -1.400  -0.217
C 0.611 1.491 -0.920  -0.195
C -1.453 -0.512 -0.424  -0.222
N -2.396 1.375 1.046  -0.551
H 1.504 0.018 -2.056  0.210
H -0.405 -1.639 -2.028  0.220
H 1.598 2.024 -0.864  0.216
H -2.282 -1.082 -0.202  0.209
H -1.063 5.089 0.574  0.216
H 0.483 4.628 -0.015  0.220
H -2.590 3.230 2.074  0.208
H -3.374 1.067 1.023  0.407
H 0.221 4.630 1.634  0.214
C 1.039 -4.263 0.118  -0.605
C 2.518 -3.913 -0.033  -0.609
H 0.485 -4.078 -0.747  0.200
H 0.757 -5.280 0.323  0.199
H 0.763 -3.600 0.969  0.203
H 2.945 -4.264 -1.010  0.193
H 2.498 -2.817 0.001  0.211
H 3.161 -4.437 0.617  0.208

net charge	0
SMILES string	Cc1c[nH]c2ccccc12.CC
orbital gap	0.3262	Ha
HOMO	-0.29052	hartree

Result of the stability comparison: entry two is the most stable of them.

Entry one
Density functional theory data (ωB97M-V/def2-TZVPD) for a cluster of 2 separate species, C11H15N in total.

Each line ends with the natural charge from an NBO analysis.
CARTESIAN COORDINATES (ANGSTROEM)
C -0.221 0.019 -2.847  -0.616
C -1.438 0.712 -3.492  -0.609
H 0.531 0.769 -2.593  0.207
H -0.445 -0.600 -1.990  0.204
H 0.260 -0.569 -3.619  0.202
H -1.204 0.838 -4.550  0.201
H -1.671 1.724 -3.160  0.205
H -2.321 0.092 -3.347  0.204
C 2.096 -1.063 -0.527  -0.631
C 0.290 0.561 2.284  0.128
C 0.267 -0.218 1.124  -0.034
C 1.611 -0.158 0.552  -0.096
C 2.323 0.634 1.384  -0.032
C -0.861 0.649 3.071  -0.238
C -2.016 0.028 2.647  -0.213
C -0.877 -0.928 0.768  -0.212
C -2.027 -0.810 1.527  -0.241
N 1.501 1.220 2.349  -0.539
H 1.869 1.503 3.243  0.401
H -0.878 1.225 3.990  0.209
H 3.354 0.933 1.253  0.209
H -2.896 0.260 3.232  0.211
H -0.912 -1.681 -0.010  0.209
H 2.127 -2.117 -0.234  0.216
H 3.092 -0.786 -0.873  0.217
H -2.979 -1.206 1.200  0.213
H 1.424 -1.028 -1.385  0.223

net charge	0
SMILES string	Cc1c[nH]c2ccccc12.CC
orbital gap	0.3272	Ha
HOMO	-0.29260	hartree

Entry two
Density functional theory data (ωB97M-V/def2-TZVPD) for a cluster of 2 separate species, C11H15N in total.

Each line ends with the natural charge from an NBO analysis.
CARTESIAN COORDINATES (ANGSTROEM)
C 2.071 -1.963 -0.583  -0.629
C 0.079 0.913 0.737  0.149
C 0.315 -0.466 0.602  -0.106
C 1.475 -0.634 -0.250  -0.068
C 1.857 0.610 -0.600  -0.036
C -0.927 1.410 1.557  -0.248
C -1.596 0.489 2.330  -0.203
C -0.358 -1.358 1.427  -0.178
C -1.319 -0.886 2.298  -0.245
N 1.011 1.574 -0.036  -0.550
H 1.448 2.457 0.159  0.406
H -1.155 2.461 1.661  0.216
H 2.645 0.969 -1.245  0.208
H -2.378 0.876 2.961  0.207
H -0.154 -2.419 1.355  0.211
H 2.480 -2.402 0.330  0.216
H 2.921 -1.785 -1.230  0.218
H -1.789 -1.456 3.082  0.215
H 1.348 -2.663 -0.995  0.219
C -0.687 0.508 -3.253  -0.607
C -1.744 0.024 -2.218  -0.613
H 0.085 -0.252 -3.393  0.199
H -1.141 0.643 -4.207  0.197
H -0.177 1.417 -2.950  0.202
H -1.770 -1.055 -2.177  0.206
H -1.510 0.569 -1.312  0.216
H -2.726 0.361 -2.542  0.198

net charge	0
SMILES string	Cc1c[nH]c2ccccc12.CC
orbital gap	0.3281	Ha
HOMO	-0.29364	hartree

Entry three
Density functional theory data (ωB97M-V/def2-TZVPD) for a cluster of 2 separate species, C11H15N in total.

Each line ends with the natural charge from an NBO analysis.
CARTESIAN COORDINATES (ANGSTROEM)
C -0.079 -3.750 -1.047  -0.626
C 0.640 -1.193 -1.070  -0.101
C 0.883 -2.631 -1.248  -0.079
C 1.874 -0.514 -1.339  0.151
C 2.227 -2.717 -1.314  -0.025
C -0.487 0.973 -1.113  -0.241
C 0.719 1.570 -1.503  -0.204
C -0.513 -0.440 -1.137  -0.188
C 1.901 0.860 -1.582  -0.267
N 2.838 -1.488 -1.443  -0.536
H -1.405 1.467 -0.839  0.214
H 0.634 2.628 -1.732  0.211
H -1.541 -0.782 -1.020  0.208
H 2.841 1.378 -1.706  0.213
H -0.452 -3.804 -0.024  0.218
H 0.391 -4.700 -1.306  0.216
H 2.818 -3.622 -1.251  0.207
H 3.814 -1.242 -1.570  0.414
H -0.919 -3.622 -1.729  0.216
C -2.706 2.740 3.335  -0.605
C -1.307 2.577 2.735  -0.621
H -3.313 1.842 3.327  0.202
H -2.615 3.077 4.369  0.197
H -3.217 3.545 2.808  0.200
H -0.796 3.534 2.864  0.211
H -1.387 2.695 1.636  0.198
H -0.844 1.617 2.902  0.217

net charge	0
SMILES string	Cc1c[nH]c2ccccc12.CC
orbital gap	0.3215	Ha
HOMO	-0.28650	hartree

Entry four
Density functional theory data (ωB97M-V/def2-TZVPD) for a cluster of 2 separate species, C11H15N in total.

Each line ends with the natural charge from an NBO analysis.
CARTESIAN COORDINATES (ANGSTROEM)
C 2.706 0.066 -0.500  -0.631
C 0.706 1.133 -1.711  -0.030
C 1.270 0.176 -0.928  -0.080
C -0.898 -0.386 -1.528  0.143
C 0.217 -0.797 -0.772  -0.102
C -1.982 -1.228 -1.713  -0.242
C 0.108 -1.987 -0.047  -0.193
C -2.084 -2.375 -0.961  -0.218
C -1.072 -2.694 -0.041  -0.235
N -0.595 0.851 -2.041  -0.526
H 1.141 2.082 -1.961  0.205
H -1.109 1.360 -2.732  0.410
H 3.031 0.801 0.235  0.216
H 3.345 0.317 -1.337  0.222
H -2.557 -1.007 -2.608  0.209
H 0.789 -2.289 0.745  0.210
H -3.002 -2.937 -0.966  0.213
H -1.181 -3.601 0.526  0.210
H 2.790 -0.901 -0.084  0.221
C -0.809 1.612 1.845  -0.615
C 0.397 1.736 2.764  -0.603
H -1.494 0.799 2.072  0.207
H -1.511 2.446 1.871  0.200
H -0.368 1.506 0.854  0.211
H 1.110 0.919 2.646  0.201
H 0.096 1.740 3.794  0.198
H 0.955 2.656 2.579  0.199

net charge	0
SMILES string	Cc1c[nH]c2ccccc12.CC
orbital gap	0.3212	Ha
HOMO	-0.28722	hartree

Result of the stability comparison: entry two is the most stable of them.

Entry one
Density functional theory data (ωB97M-V/def2-TZVPD) for a cluster of 2 separate species, C11H15N in total.

Each line ends with the natural charge from an NBO analysis.
CARTESIAN COORDINATES (ANGSTROEM)
C -3.384 2.858 1.201  -0.613
C -3.879 1.875 0.083  -0.616
H -3.907 3.719 1.192  0.200
H -3.453 2.461 2.231  0.202
H -2.375 3.301 1.157  0.207
H -3.694 0.852 0.366  0.203
H -3.392 2.192 -0.828  0.210
H -4.971 1.909 -0.108  0.208
C -1.284 -2.483 0.047  -0.635
C 1.982 -0.680 -0.376  0.159
C 0.441 -0.562 -0.462  -0.046
C -0.014 -1.901 -0.097  -0.079
C 1.148 -2.725 0.159  -0.034
C 2.038 1.765 -0.219  -0.225
C 2.604 0.537 -0.190  -0.254
C 0.626 1.770 -0.292  -0.225
C -0.211 0.686 -0.297  -0.240
N 2.354 -2.023 -0.260  -0.545
H 2.821 2.668 -0.234  0.234
H 3.650 0.485 0.079  0.196
H 0.099 2.741 -0.315  0.205
H -1.276 0.587 -0.214  0.223
H 3.296 -2.298 0.029  0.408
H 1.178 -3.671 0.525  0.195
H -1.914 -1.572 -0.109  0.212
H -1.326 -2.710 1.189  0.221
H -1.618 -3.333 -0.488  0.229

net charge	0
SMILES string	Cc1c[nH]c2ccccc12.CC
orbital gap	0.3118	Ha
HOMO	-0.27814	hartree

Entry two
Density functional theory data (ωB97M-V/def2-TZVPD) for a cluster of 2 separate species, C11H15N in total.

Each line ends with the natural charge from an NBO analysis.
CARTESIAN COORDINATES (ANGSTROEM)
C 2.982 -1.354 -1.470  -0.626
C 1.062 0.762 0.965  0.135
C 1.311 0.401 -0.352  -0.082
C 2.324 -0.629 -0.372  -0.088
C 2.680 -0.758 0.933  -0.006
C 0.105 1.675 1.294  -0.234
C -0.617 2.337 0.280  -0.222
C 0.623 1.066 -1.382  -0.202
C -0.320 2.047 -1.052  -0.231
N 1.922 -0.031 1.802  -0.566
H 1.410 -0.292 2.630  0.411
H -0.102 1.818 2.349  0.209
H 3.541 -1.373 1.211  0.206
H -1.311 3.104 0.601  0.217
H 1.053 1.141 -2.369  0.213
H 2.342 -1.989 -2.058  0.222
H 3.835 -1.887 -1.048  0.217
H -1.056 2.329 -1.813  0.215
H 3.432 -0.727 -2.258  0.212
C -3.279 -0.539 -0.425  -0.606
C -2.971 -1.370 0.889  -0.611
H -4.253 -0.800 -0.825  0.203
H -3.264 0.518 -0.165  0.202
H -2.440 -0.766 -1.056  0.208
H -3.378 -2.375 0.773  0.203
H -3.669 -1.039 1.670  0.194
H -1.963 -1.271 1.249  0.207

net charge	0
SMILES string	Cc1c[nH]c2ccccc12.CC
orbital gap	0.3233	Ha
HOMO	-0.28983	hartree

Result of the stability comparison: entry two is the most stable of them.

Entry one
Density functional theory data (ωB97M-V/def2-TZVPD) for a cluster of 2 separate species, C4H9N2O2 in total.

Each line ends with the natural charge from an NBO analysis.
CARTESIAN COORDINATES (ANGSTROEM)
O 1.065 1.708 -1.666  -0.677
C 0.368 1.279 -0.756  0.669
N -0.886 0.721 -0.889  -0.653
C -1.001 -0.225 -2.022  -0.433
C 0.791 1.437 0.740  -0.331
N 0.051 0.666 1.690  -0.978
C 0.215 -1.871 1.645  0.213
O -0.082 -2.511 0.656  -0.599
H -1.065 0.264 0.006  0.410
H -1.978 -0.081 -2.493  0.175
H -0.292 0.076 -2.793  0.209
H -0.803 -1.235 -1.679  0.204
H 0.746 2.499 0.963  0.193
H 1.870 1.181 0.721  0.144
H 0.127 -0.356 1.429  0.218
H 1.251 -1.586 1.880  0.123
H -0.378 -1.968 2.570  0.115

net charge	-1
orbital gap	0.2399	Ha
HOMO	-0.09401	hartree

Entry two
Density functional theory data (ωB97M-V/def2-TZVPD) for the ion C4H9N2O2 with charge -1.

Each line ends with the natural charge from an NBO analysis.
CARTESIAN COORDINATES (ANGSTROEM)
O -2.521 0.399 1.843  -0.783
C -1.984 0.651 0.747  0.753
O -2.521 1.045 -0.308  -0.786
C -0.457 0.362 0.671  -0.155
C -0.236 -0.651 -0.491  -0.422
C 1.214 -0.689 -0.958  -0.214
N 1.558 0.410 -1.907  -0.858
N 0.033 -0.196 1.918  -0.912
H 0.158 1.240 0.435  0.160
H -0.903 -0.422 -1.308  0.219
H -0.444 -1.625 -0.047  0.201
H 1.864 -0.530 -0.095  0.175
H 1.401 -1.605 -1.509  0.170
H 1.894 1.243 -1.436  0.342
H 0.700 0.719 -2.353  0.351
H 0.950 0.052 2.228  0.352
H -0.705 -0.401 2.569  0.408

net charge	-1
SMILES string	NCC[C@H](N)C(=O)[O-]
orbital gap	0.2966	Ha
HOMO	-0.14851	hartree

Entry three
Density functional theory data (ωB97M-V/def2-TZVPD) for a structure of composition C4H9N2O2.

Each line ends with the natural charge from an NBO analysis.
CARTESIAN COORDINATES (ANGSTROEM)
O 1.360 0.572 -0.248  -0.724
C 0.284 0.560 0.355  0.648
N -0.344 1.561 0.982  -0.793
C 0.369 3.364 0.765  0.254
O -0.227 4.210 1.443  -0.760
C -0.536 -0.770 0.170  -0.319
N 0.360 -1.900 0.040  -0.643
C -0.036 -2.896 -0.974  -0.415
H -1.325 1.459 0.724  0.336
H 1.382 3.024 1.045  0.097
H 0.196 3.297 -0.327  0.078
H -1.311 -0.926 0.920  0.179
H -1.060 -0.541 -0.778  0.154
H 1.232 -1.510 -0.305  0.384
H 0.017 -3.909 -0.576  0.173
H -1.025 -2.792 -1.426  0.176
H 0.664 -2.804 -1.809  0.175

net charge	-1
orbital gap	0.2794	Ha
HOMO	-0.14404	hartree

Result of the stability comparison: entry two is the most stable of them.